5 unconnected molecules or ions with the total composition C2H13NO4. Source: OMol25; level of theory: wB97M-V/def2-TZVPD.

The geometry in XYZ format:
```
20
Properties=species:S:1:pos:R:3:forces:R:3
C 0.5959 -0.4377 -2.2084 0.39 -0.30 -0.62
C 0.0846 -1.5739 -1.7509 -0.26 -0.34 0.76
N -1.0764 -1.7393 -1.0086 0.29 -0.08 -0.27
H 0.2284 0.5579 -2.0327 -0.37 0.11 0.08
H 1.4389 -0.5197 -2.8782 0.15 0.14 0.08
H 0.5951 -2.5264 -1.8991 0.06 0.29 -0.20
H -1.7672 -1.0153 -0.9925 -0.08 0.10 0.29
H -1.0859 -2.4424 -0.2897 -0.24 0.10 -0.13
O -1.4424 1.7174 0.3585 0.27 0.12 0.26
H -1.0039 1.0840 -0.2212 -0.10 -0.08 -0.02
H -1.4883 1.2282 1.2056 -0.10 -0.04 -0.49
O 1.2211 -0.4317 1.2378 0.37 -0.05 0.17
H 1.6050 -0.2415 2.1008 0.01 -0.12 0.00
H 1.5149 0.3275 0.7111 -0.18 0.13 -0.19
O 1.3736 2.3319 0.2916 0.45 -0.32 -0.15
H 0.4206 2.4980 0.3429 -0.08 0.24 0.26
H 1.8736 3.0449 0.7023 -0.41 0.02 -0.07
O -1.4287 -0.5621 2.0098 0.15 -0.18 0.33
H -0.9611 -0.3614 2.8292 -0.28 0.01 0.13
H -0.6977 -0.9382 1.4917 -0.03 0.24 -0.22
```
Positions in Å, forces in eV/Å.

Properties
- SMILES string: C=CN.O.O.O.O
- LUMO: 0.40 eV
- HOMO: -8.315 eV
- Multiplicity: 1
- ΔE to the lowest compared entry with this formula, charge and spin: 17.84 kcal per mole
- Calculated total energy: -11964.6931 eV


A molecular structure, CH6N2OSSi in a non-equilibrium geometry. Source: OMol25; level of theory: wB97M-V/def2-TZVPD.

The geometry in XYZ format:
```
12
Properties=species:S:1:pos:R:3:forces:R:3
C -0.0490 -0.9642 -0.0096 0.43 -2.87 -1.02
N 0.9800 -1.8589 -0.0384 -0.17 -2.48 -0.06
N 0.2714 0.3004 0.0367 0.81 3.31 -0.21
O -1.2303 -1.2739 -0.1720 -0.14 -0.26 0.05
Si -1.2846 1.2037 -0.1086 0.75 -1.45 3.16
S 1.9242 0.9595 -0.1748 -1.70 -1.14 -0.05
H 1.8288 -1.6368 0.4553 0.02 -0.06 -0.07
H 0.7439 -2.8831 -0.1568 0.31 2.08 0.43
H -2.1312 0.4817 1.0388 0.65 1.76 -1.11
H -0.7690 2.5694 -0.1035 -0.06 0.58 0.77
H -1.7957 1.1744 -1.3669 -1.33 -0.45 -2.46
H 1.5114 1.9279 0.5999 0.44 0.97 0.58
```
Positions in Å, forces in eV/Å.

Properties
- LUMO: 0.42 eV
- HOMO: -9.199 eV
- Multiplicity: 1
- ΔE to the lowest compared entry with this formula, charge and spin: 36.68 kcal per mole
- Calculated total energy: -24874.3306 eV


2 unconnected molecules or ions with the total composition C4H10OS in a non-equilibrium geometry. Source: OMol25; level of theory: wB97M-V/def2-TZVPD.

The geometry in XYZ format:
```
16
Properties=species:S:1:pos:R:3:forces:R:3
C -3.1113 0.0469 2.1479 -0.15 0.16 -1.27
C -2.6837 -1.0208 1.4768 -0.53 0.31 0.95
O -2.2967 -0.9956 0.1704 0.68 -0.63 0.59
H -3.8710 -0.0364 2.9066 0.67 -0.10 0.77
H -2.9587 1.0050 1.6731 -0.39 0.23 -0.09
H -2.6053 -1.9673 2.0046 -0.41 -0.33 -0.44
H -1.9895 -1.9002 0.0176 0.14 0.38 -0.52
C 3.1942 -0.3925 -1.3403 -0.29 0.68 0.05
S 2.9631 1.2651 -0.5981 0.13 0.40 -0.57
C 1.1754 1.4755 -0.9475 0.72 0.21 0.92
H 2.3541 -0.5223 -2.0180 -0.10 -0.42 0.17
H 3.2209 -1.1062 -0.5258 -0.07 -0.38 -0.25
H 4.0831 -0.4495 -1.9643 0.20 0.15 0.29
H 0.9784 1.1281 -1.9392 -0.35 -0.63 -0.38
H 0.7004 0.9585 -0.1198 -0.67 -0.21 -0.50
H 0.8466 2.5117 -0.9438 0.42 0.20 0.27
```
Positions in Å, forces in eV/Å.

Properties
- SMILES string: C=CO.CSC
- LUMO: 0.63 eV
- HOMO: -8.399 eV
- Multiplicity: 1
- ΔE to the lowest compared entry with this formula, charge and spin: 38.93 kcal per mole
- Calculated total energy: -17191.1370 eV


A molecular structure, C25H25Br2F6N4O6SSe4Tc in a non-equilibrium geometry. Source: OMol25; level of theory: wB97M-V/def2-TZVPD.

The geometry in XYZ format:
```
74
Properties=species:S:1:pos:R:3:forces:R:3
Tc -0.2675 -0.2418 -0.5903 -0.95 0.02 0.48
Se -0.2112 -2.1590 -2.1945 0.21 -0.45 -0.19
Se -1.8862 -2.1753 -3.7896 -0.05 0.23 0.03
Se -0.9796 -0.9532 -5.5827 0.19 -0.15 -0.07
Se -1.5524 1.1995 -5.4372 -0.34 -0.03 -0.15
Br 0.4910 2.8760 3.4328 -0.03 0.04 0.06
C 0.5202 3.2810 1.5939 0.05 0.18 0.03
C 0.7963 4.5948 1.1668 -0.05 -0.16 0.17
C 0.8477 4.8992 -0.1604 0.03 0.09 -0.09
Br 1.2349 6.6845 -0.6769 -0.01 -0.02 -0.02
C 0.6465 3.9014 -1.1435 0.00 -0.04 -0.12
C 0.7279 4.0845 -2.5466 -0.02 0.05 0.15
C 0.5743 3.0141 -3.3752 -0.07 0.01 -0.13
C 0.3135 1.7419 -2.8337 0.02 -0.01 -0.04
N 0.1926 1.5454 -1.5445 0.38 0.40 -0.20
C 0.3618 2.6048 -0.6865 0.03 -0.19 -0.16
C 0.2651 2.2689 0.6949 -0.14 -0.61 0.06
O -0.0288 1.0274 1.0138 0.00 0.73 -0.04
H 0.9622 5.3670 1.9054 0.01 -0.04 0.02
H 0.9091 5.0742 -2.9445 0.04 -0.02 0.02
H 0.6239 3.1208 -4.4516 0.03 -0.01 0.07
H 0.1974 0.8724 -3.4691 0.04 0.06 0.13
N -0.1514 -1.7534 1.1053 -0.15 0.26 -0.16
C -1.1349 -2.4851 1.8843 0.12 0.08 -0.28
C -1.3411 -3.8268 1.6290 -0.07 -0.20 -0.10
C -2.2604 -4.5398 2.3908 0.01 0.06 0.09
C -2.9698 -3.9060 3.4027 0.00 0.24 -0.27
C -2.7567 -2.5491 3.6436 0.02 -0.18 0.04
C -1.8349 -1.8385 2.8892 -0.04 0.14 0.13
S -4.2461 -4.7863 4.3073 -0.10 -0.17 0.20
O -5.4720 -4.3885 3.6334 0.02 0.03 -0.05
O -3.9003 -6.1910 4.1444 0.04 0.05 -0.03
O -4.1275 -4.2865 5.6686 0.05 0.04 -0.01
H 0.5620 -2.3870 0.7669 0.06 -0.13 0.09
H 0.3019 -1.0778 1.7153 0.08 -0.07 0.07
H -0.7902 -4.3122 0.8278 -0.03 0.01 0.05
H -2.4277 -5.5977 2.2269 -0.02 0.07 -0.02
H -3.3092 -2.0697 4.4439 0.03 -0.03 -0.07
H -1.6576 -0.7827 3.0739 -0.02 -0.05 -0.01
C -3.9234 -0.9603 -0.0665 -0.01 -0.10 -0.05
C -3.3671 0.3263 -0.6621 -0.18 0.12 -0.16
O -2.1273 0.1726 -1.2401 0.58 -0.02 0.74
C -3.3808 1.4423 0.4240 0.14 -0.10 -0.03
F -2.9642 0.9614 1.6038 0.14 0.02 0.02
F -4.6066 1.9556 0.6332 0.00 -0.05 -0.06
F -2.5737 2.4687 0.1033 -0.03 -0.01 0.01
C -4.3074 0.7800 -1.8144 0.09 0.01 0.02
F -4.0991 0.0365 -2.9015 -0.12 -0.02 -0.05
F -4.1111 2.0653 -2.1706 -0.01 -0.07 0.05
F -5.6072 0.6459 -1.4892 0.02 0.12 -0.04
H -3.1817 -1.3871 0.5994 0.06 -0.06 0.10
H -4.1076 -1.6648 -0.8764 0.00 -0.03 0.01
H -4.8471 -0.8044 0.4903 0.03 0.02 -0.03
C 3.1241 0.1797 2.0373 0.09 -0.02 -0.04
N 3.7897 0.0947 0.7415 -0.02 -0.12 0.08
C 5.2463 0.1494 0.7599 -0.10 0.03 -0.03
C 5.8142 -0.4303 -0.5157 -0.06 -0.02 -0.03
C 5.0651 0.1811 -1.6821 -0.13 0.00 0.06
N 3.6469 -0.1420 -1.5695 -0.03 -0.14 0.02
C 2.9276 -0.4203 -2.8041 0.12 0.07 0.04
C 3.0527 -0.2170 -0.3570 0.03 0.33 0.17
O 1.8530 -0.5271 -0.1841 -0.10 -0.27 -0.46
H 3.1866 -0.7660 2.5836 0.03 -0.01 -0.01
H 2.0797 0.4456 1.9113 -0.01 0.06 -0.03
H 3.6131 0.9572 2.6249 0.00 0.00 0.00
H 5.5986 -0.4091 1.6286 0.00 -0.02 0.04
H 5.5710 1.1871 0.8811 0.01 0.04 0.04
H 5.6657 -1.5127 -0.5326 0.06 0.00 0.00
H 6.8823 -0.2253 -0.5811 -0.01 0.00 -0.01
H 5.4173 -0.2204 -2.6300 0.00 -0.01 -0.05
H 5.2110 1.2663 -1.7010 0.00 0.04 -0.04
H 3.3768 -1.2704 -3.3223 0.01 0.00 0.02
H 2.9671 0.4538 -3.4594 0.01 -0.01 0.01
H 1.8926 -0.6625 -2.5964 -0.02 -0.01 0.04
```
Positions in Å, forces in eV/Å.

Properties
- LUMO (alpha / beta): 1.14 / -0.24 eV
- HOMO (alpha / beta): -5.319 / -5.319 eV
- Multiplicity: 4
- ΔE to the lowest compared entry with this formula, charge and spin: 30.55 kcal per mole
- Net charge: -1
- Calculated total energy: -475391.8023 eV


- multiplicity of number 4 (C25H25Br2F6N4O6SSe4Tc)?
  4


- The highest calculated total energy belongs to which entry?
  C2H13NO4


- Look up the multiplicity of the first one.
  1


- Which value of multiplicity does entry 2 give?
  1